{
  "formula": "C31H32BO4",
  "method": "ωB97M-V/def2-TZVPD",
  "largest_force_ev_per_a": 5.26,
  "charge": 1,
  "orbital_gap_ev": 3.72,
  "lumo_ev": -6.05,
  "symbols": ["C", "C", "C", "C", "C", "B", "O", "C", "C", "C", "C", "C", "C", "O", "O", "H", "H", "H", "H", "H", "H", "H", "H", "H", "H", "H", "H", "H", "H", "H", "H", "H", "C", "O", "C", "C", "C", "C", "C", "C", "C", "C", "C", "C", "C", "C", "C", "C", "C", "C", "C", "C", "C", "H", "H", "H", "H", "H", "H", "H", "H", "H", "H", "H", "H", "H", "H", "H"],
  "positions_angstrom": [[-2.1721, -7.0533, -3.6868], [-2.3634, -6.2576, -2.4897], [-3.2752, -6.4017, -1.4665], [-3.0686, -5.2991, -0.5996], [-2.0354, -4.5234, -1.1195], [-1.8564, -3.0148, -0.8765], [-2.5580, -2.4140, 0.1290], [-2.1029, -1.0517, 0.0314], [-3.1905, -0.2445, -0.6870], [-1.9814, -0.5596, 1.4481], [-0.7661, -1.1799, -0.8522], [-0.5047, -0.0307, -1.7960], [0.4597, -1.5740, 0.0014], [-1.0468, -2.3025, -1.7204], [-1.6014, -5.1323, -2.3030], [-2.8750, -7.8884, -3.6799], [-2.3611, -6.4676, -4.5922], [-1.1626, -7.4697, -3.7411], [-4.0246, -7.1722, -1.3748], [-3.6340, -5.0768, 0.2984], [-2.9413, 0.8218, -0.6679], [-3.3114, -0.5720, -1.7296], [-4.1427, -0.3897, -0.1619], [-1.7873, 0.5084, 1.4306], [-2.9338, -0.7156, 1.9733], [-1.1831, -1.0640, 2.0009], [-0.5060, 0.9196, -1.2595], [0.4709, -0.1666, -2.2727], [-1.2704, -0.0035, -2.5829], [0.7243, -0.7635, 0.6848], [0.2735, -2.4790, 0.6035], [1.3245, -1.7572, -0.6496], [1.5238, 5.9042, -3.5538], [2.0061, 4.5456, -3.5302], [1.7434, 3.7975, -2.4242], [2.3182, 2.5017, -2.3781], [2.0809, 1.6852, -1.2934], [1.2879, 2.0950, -0.1863], [1.1407, 1.2048, 0.9705], [0.2843, 1.6177, 2.0944], [0.8880, 1.2045, 3.3244], [0.3392, 1.5294, 4.5602], [-0.8465, 2.2715, 4.6003], [-1.4455, 2.7058, 3.4027], [-0.8672, 2.4090, 2.1581], [2.2064, 0.6825, 3.0298], [2.4015, 0.7362, 1.6100], [3.7077, 0.6503, 1.1270], [4.7741, 0.4663, 2.0243], [4.5565, 0.3862, 3.4123], [3.2566, 0.4960, 3.9154], [0.7564, 3.4074, -0.2479], [0.9363, 4.2288, -1.3497], [1.8952, 6.3017, -4.4958], [0.4287, 5.9267, -3.5319], [1.9232, 6.4829, -2.7127], [2.9419, 2.1890, -3.2139], [2.5072, 0.6819, -1.3068], [0.8365, 1.1956, 5.4732], [-1.3158, 2.5105, 5.5598], [-2.3682, 3.2926, 3.4455], [-1.3555, 2.7514, 1.2403], [3.9245, 0.7633, 0.0671], [5.7938, 0.4037, 1.6356], [5.4025, 0.2416, 4.0875], [3.0576, 0.4580, 4.9856], [0.2124, 3.8303, 0.5916], [0.4707, 5.2203, -1.3830]],
  "atomic_forces_ev_per_a": [[0.28, -0.63, -0.92], [-0.50, 1.05, 1.62], [0.75, 0.35, -0.46], [0.80, 0.48, -0.29], [-1.63, -0.96, -0.08], [-0.45, -3.11, -1.00], [1.02, 0.39, -0.64], [-0.24, 0.30, -0.33], [0.08, -0.14, -0.10], [0.21, 0.28, 0.15], [-0.18, 0.24, 0.09], [-0.10, 0.38, 0.08], [-0.35, 0.05, -0.39], [-0.17, 0.59, 1.48], [-0.78, -0.46, 0.46], [0.07, 0.08, 0.01], [0.12, -0.04, 0.08], [-0.03, 0.08, -0.08], [0.13, -0.03, -0.05], [0.15, 0.08, -0.19], [-0.09, -0.09, -0.11], [0.00, 0.10, 0.32], [0.23, 0.02, -0.13], [-0.09, -0.18, 0.12], [0.26, -0.06, -0.21], [-0.15, 0.04, -0.01], [-0.09, -0.02, -0.24], [-0.19, 0.01, 0.00], [0.23, -0.02, 0.31], [-0.08, -0.18, 0.07], [0.01, 0.35, -0.19], [-0.23, -0.01, 0.10], [-0.01, -0.14, -0.06], [-0.30, -0.68, 1.49], [-0.02, 0.31, -0.69], [-0.11, 0.13, 0.22], [0.37, 0.14, -0.50], [-0.17, -1.19, -0.04], [1.90, 4.81, 0.97], [-0.04, -0.52, 0.83], [-1.19, 0.58, 0.03], [0.19, -0.33, -0.41], [-0.31, 0.01, -0.56], [0.29, 0.09, 0.08], [-0.50, -0.16, 0.02], [1.04, -0.22, -0.84], [0.44, -0.89, 1.05], [0.01, -0.18, 0.02], [-0.12, 0.00, 0.46], [0.13, -0.22, -0.87], [-0.38, -0.09, -0.25], [-0.50, 0.21, -0.25], [0.17, 0.10, -0.05], [-0.12, 0.05, 0.13], [0.19, -0.01, -0.09], [0.01, -0.17, -0.16], [-0.19, -0.01, 0.21], [-0.26, 0.25, -0.02], [-0.21, 0.23, -0.22], [0.21, -0.07, -0.40], [0.41, -0.23, -0.06], [0.03, -0.22, 0.42], [0.07, -0.09, 0.36], [-0.40, 0.03, 0.13], [-0.29, 0.08, -0.23], [0.16, 0.14, -0.22], [0.19, -0.19, -0.18], [0.32, -0.48, 0.22]],
  "nbo_charge": [-0.66, 0.33, -0.34, -0.20, -0.11, 1.05, -0.68, 0.24, -0.64, -0.63, 0.23, -0.62, -0.60, -0.68, -0.40, 0.23, 0.23, 0.23, 0.23, 0.23, 0.20, 0.23, 0.23, 0.20, 0.24, 0.21, 0.19, 0.21, 0.24, 0.19, 0.24, 0.23, -0.26, -0.45, 0.40, -0.20, -0.13, -0.21, 0.28, -0.08, 0.01, -0.19, -0.11, -0.23, -0.15, -0.04, -0.06, -0.15, -0.21, -0.14, -0.17, -0.04, -0.33, 0.23, 0.19, 0.19, 0.24, 0.23, 0.23, 0.24, 0.24, 0.23, 0.22, 0.24, 0.24, 0.23, 0.22, 0.25]
}